1.
Here is an isolated molecule of H2P2S4 from the Open Molecules 2025 dataset. Energies are from ωB97M-V/def2-TZVPD.

Element x y z (Å)
S -3.3508 -0.9439 0.5350
P -1.4641 -0.3190 0.1687
S -0.4016 0.5918 -1.4847
P 1.1473 1.4660 -0.2014
S 2.3769 -0.2165 0.4199
S -0.5445 1.1451 1.4294
H -0.4501 -1.1983 0.0692
H 2.6868 -0.5252 -0.9360

Cartesian forces (eV/Å) of the 2 atoms listed first:
2.55 1.04 -0.79
-0.88 1.02 0.68

Values from the calculation:
- multiplicity = 1
- charge = 0
- LUMO level (eV) = -1.3
- SMILES = S=[PH]1SP(S)S1
- max |F| (eV Å⁻¹) = 3.09
- total energy (eV) = -61951.50315
- energy above the lowest of the compared OMol25 structures with the same formula, charge and spin (kcal per mole) = 23.9



2.
Here is a cluster of 2 separate species, H2P2S4 in total from the Open Molecules 2025 dataset. Energies are from ωB97M-V/def2-TZVPD.

Element x y z (Å)
P -1.9574 -1.5299 -0.5274
P -1.1929 1.4918 -0.1954
S 1.8919 0.5957 0.0196
S -1.0414 0.2571 -1.7567
S -1.9239 0.2877 1.1913
S -0.6213 -2.8157 -0.0649
H 2.6144 -0.0804 0.8498
H 2.2306 1.7937 0.4837

Cartesian forces (eV/Å) of the 2 atoms listed first:
-0.17 0.28 0.27
-0.28 -0.28 0.02

Values from the calculation:
- multiplicity = 1
- charge = 0
- LUMO level (eV) = -1.5
- max |F| (eV Å⁻¹) = 1.47
- total energy (eV) = -61951.46159
- energy above the lowest of the compared OMol25 structures with the same formula, charge and spin (kcal per mole) = 24.9



3.
Here is a cluster of 2 separate species, H2P4 in total from the Open Molecules 2025 dataset. Energies are from ωB97M-V/def2-TZVPD.

Element x y z (Å)
P 2.7113 1.0371 -0.0971
P 2.6405 -1.0816 -0.0470
P 0.4948 1.1262 0.1507
P 0.5024 -1.0058 0.2747
H 0.5813 0.9195 1.4720
H 0.1324 -1.6578 -1.5859

Cartesian forces (eV/Å) of the 2 atoms listed first:
0.07 -1.60 0.27
0.42 1.63 -0.43

Values from the calculation:
- multiplicity = 1
- charge = 0
- LUMO level (eV) = -1.6
- max |F| (eV Å⁻¹) = 4.11
- total energy (eV) = -37184.35190
- energy above the lowest of the compared OMol25 structures with the same formula, charge and spin (kcal per mole) = 51.5



4.
Here is an isolated molecule of H2P4S3 from the Open Molecules 2025 dataset. Energies are from ωB97M-V/def2-TZVPD.

Element x y z (Å)
P 0.6396 -1.4281 -0.2804
P -1.1109 1.3276 -0.9842
P -1.1374 -0.2070 0.5329
P 1.3356 1.8220 1.4506
S 0.4670 -3.1626 0.7141
S 0.7689 2.3729 -0.4099
S -0.0877 0.5315 2.1849
H -0.3517 -1.5569 -1.4355
H -0.5232 0.3005 -1.7723

Cartesian forces (eV/Å) of the 2 atoms listed first:
-1.30 -1.04 -0.38
0.32 0.70 0.03

Values from the calculation:
- multiplicity = 1
- charge = 0
- LUMO level (alpha / beta) (eV) = -2.8 / -3.1
- max |F| (eV Å⁻¹) = 1.71
- total energy (eV) = -69692.20659
- energy above the lowest of the compared OMol25 structures with the same formula, charge and spin (kcal per mole) = 63.8



5.
Here is an isolated molecule of H2Se from the Open Molecules 2025 dataset. Energies are from ωB97M-V/def2-TZVPD.

Element x y z (Å)
Se 0.5551 -0.0183 -0.0006
H -0.3957 -1.2368 0.0215
H -0.1594 1.2550 -0.0209

Cartesian forces (eV/Å) of the 2 atoms listed first:
0.77 -1.36 0.02
0.17 1.83 -0.03

Values from the calculation:
- multiplicity = 1
- charge = 0
- LUMO level (eV) = 0.6
- SMILES = [SeH2]
- max |F| (eV Å⁻¹) = 1.84
- total energy (eV) = -65377.84930
- energy above the lowest of the compared OMol25 structures with the same formula, charge and spin (kcal per mole) = 6.8



6.
Here is a cluster of 14 separate species, H30NO13 in total from the Open Molecules 2025 dataset. Energies are from ωB97M-V/def2-TZVPD.

Element x y z (Å)
N 12.3130 49.6090 11.3400
H 12.5270 49.1410 10.5050
H 11.3780 49.4760 11.6790
H 12.4670 50.5380 11.2500
H 12.7870 49.1240 11.9330
O 11.3850 48.9050 14.5060
H 10.6110 48.5390 14.0690
H 11.5200 48.1380 15.1210
O 12.4530 50.5860 8.6060
H 12.8770 50.4850 7.7480
H 12.6390 51.4960 8.6100
O 15.8310 48.5740 12.4940
H 15.2830 48.3770 13.2590
H 16.6570 48.7560 12.9460
O 9.8620 51.6410 10.8710
H 9.9150 52.6890 10.5530
H 9.2690 51.6640 11.5210
O 12.7110 52.9040 11.2410
H 12.6800 52.8290 10.3160
H 13.5630 52.6930 11.4810
O 9.8770 50.5040 8.3470
H 10.8930 50.3410 8.4290
H 9.7240 50.8640 9.1360
O 13.2680 46.8810 12.3900
H 12.4420 46.5300 12.6730
H 13.5670 46.1140 11.8200
O 11.4070 46.3480 9.4320
H 12.1310 46.6150 8.9850
H 11.4610 45.4210 9.1810
O 8.6000 48.8090 13.4220
H 8.5510 49.6830 13.0850
H 8.8050 48.4630 12.6300
O 9.9940 47.2790 11.5690
H 9.9830 46.6820 12.3570
H 10.4500 47.1030 10.8930
O 14.9830 51.5740 11.5160
H 15.8510 51.4650 11.0260
H 15.2120 51.5250 12.3870
O 14.9830 48.4140 9.6510
H 15.6080 48.7710 9.1150
H 15.3620 48.5030 10.5980
O 11.5420 52.8100 13.7550
H 11.9470 52.6480 12.8360
H 11.1710 53.6620 13.9870

Cartesian forces (eV/Å) of the 2 atoms listed first:
-4.38 -0.06 -2.74
-0.20 -0.61 -2.17

Values from the calculation:
- multiplicity = 1
- charge = +1
- LUMO level (eV) = -3.1
- max |F| (eV Å⁻¹) = 12.27
- total energy (eV) = -28585.85282
- energy above the lowest of the compared OMol25 structures with the same formula, charge and spin (kcal per mole) = 172.3



7.
Here is a cluster of 15 separate species, H30O15 in total from the Open Molecules 2025 dataset. Energies are from ωB97M-V/def2-TZVPD.

Element x y z (Å)
H 0.4454 0.0722 0.7083
H -1.0289 0.4276 0.9405
H -3.5790 -2.6234 -1.7648
H -2.4860 -1.5445 -1.8557
H -4.8002 1.1913 -0.0248
H -4.8106 1.1463 -1.4153
H -5.3076 -0.4842 1.8406
H -4.0197 -0.9613 2.4058
H 3.9000 -0.7872 -1.7518
H 3.6944 -2.2580 -1.3306
H 1.9391 0.7812 -3.1345
H 1.6735 -0.4595 -2.3396
H 1.3168 4.7046 0.4295
H 1.6639 3.0939 0.2622
H 2.3931 0.5922 1.6277
H 2.1523 0.4714 3.1424
H 1.0195 -1.8040 2.6084
H 0.0496 -2.6972 3.3463
H -0.8972 -0.7728 -0.4722
H -1.8081 -1.2506 0.6678
H -0.2094 2.1865 -2.9559
H -1.5601 2.5152 -3.3368
H -0.0957 -4.1953 -0.5709
H -1.1729 -4.5020 -1.6253
H 4.8426 1.1901 0.5491
H 3.8827 1.8273 1.4908
H 2.6133 -1.3211 -0.0042
H 1.6988 -2.6919 0.1864
H -0.6947 4.6619 1.5916
H -1.6166 3.8531 0.7683
O -0.1256 0.6470 1.1732
O -2.6118 -2.4496 -1.7241
O -4.6788 1.8237 -0.7942
O -4.9335 -1.2514 2.2265
O 4.1797 -1.6982 -1.9163
O 2.4308 0.2100 -2.5399
O 1.3593 3.9715 -0.1786
O 1.7481 0.6964 2.3714
O 0.7665 -2.7077 2.7897
O -1.5319 -1.4744 -0.1917
O -1.0488 2.2806 -2.4990
O -0.7673 -3.8366 -1.1454
O 4.4998 1.0756 1.4231
O 2.5668 -2.2660 0.3992
O -1.0515 4.6171 0.6230

Cartesian forces (eV/Å) of the 2 atoms listed first:
0.68 -1.08 -0.53
0.03 0.15 -0.37

Values from the calculation:
- multiplicity = 1
- charge = 0
- LUMO level (eV) = -0.5
- max |F| (eV Å⁻¹) = 5.26
- total energy (eV) = -31194.56440
- energy above the lowest of the compared OMol25 structures with the same formula, charge and spin (kcal per mole) = 163.8



8.
Here is a cluster of 15 separate species, H30O15 in total from the Open Molecules 2025 dataset. Energies are from ωB97M-V/def2-TZVPD.

Element x y z (Å)
O 2.2416 -2.1499 -1.2567
H 2.9966 -1.5949 -1.0117
H 1.5586 -1.5129 -1.3997
O 1.0046 -1.2569 3.8563
H 1.1686 -0.4749 3.2993
H 0.4796 -0.9189 4.5643
O -0.7644 -2.1849 2.2083
H -0.1824 -2.0959 2.9553
H -1.0874 -3.1039 2.2043
O -2.8504 -0.4789 1.8003
H -2.8614 -0.3519 0.8063
H -2.2174 -1.1739 1.7963
O 0.5096 4.2161 1.2213
H 0.5856 3.5751 0.5123
H 0.1536 4.9871 0.8123
O -1.1594 1.8861 -2.5997
H -1.4534 1.9951 -1.6687
H -1.7284 1.3081 -3.0777
O 1.8476 -2.8419 1.1633
H 0.9176 -2.7129 1.2973
H 1.9576 -2.5429 0.2603
O -1.7414 2.3511 0.1043
H -2.5354 2.7931 0.0483
H -1.5234 2.2021 1.0563
O -2.5404 -0.4269 -0.9057
H -1.6174 -0.1489 -0.8927
H -3.0604 0.3681 -1.0617
O -0.2544 -1.7219 -2.8017
H -0.4474 -1.8469 -3.7457
H 0.3946 -1.0719 -2.7927
O 0.2926 -0.1599 -0.3667
H 0.2356 -0.3529 0.5533
H 0.5006 0.7871 -0.3767
O -1.0064 -3.1709 -0.5817
H -0.6634 -2.6849 -1.3467
H -0.4714 -3.8959 -0.3417
O 1.7376 0.5441 -2.8287
H 1.4206 0.8511 -3.6747
H 1.7296 1.2781 -2.1987
O 1.0936 0.8701 2.1163
H 1.9106 1.3911 2.0773
H 0.4696 1.4641 2.5233
O 1.3976 2.4631 -0.6027
H 2.3716 2.3941 -0.4367
H 1.1916 3.1531 -1.2687

Cartesian forces (eV/Å) of the 2 atoms listed first:
1.46 -0.23 -0.49
-0.04 -0.23 -0.23

Values from the calculation:
- multiplicity = 1
- charge = 0
- LUMO level (eV) = -0.6
- max |F| (eV Å⁻¹) = 3.62
- total energy (eV) = -31199.92029
- energy above the lowest of the compared OMol25 structures with the same formula, charge and spin (kcal per mole) = 40.2



9.
Here is a cluster of 15 separate species, H30O15 in total from the Open Molecules 2025 dataset. Energies are from ωB97M-V/def2-TZVPD.

Element x y z (Å)
O -5.6484 4.8977 -10.0179
H -4.9459 4.8217 -10.6678
H -5.1468 4.9680 -9.2245
O -6.2304 6.4459 -4.3965
H -5.4078 6.1963 -4.8920
H -6.3547 5.7299 -3.7602
O -6.8537 5.1520 -6.8840
H -7.0706 4.9593 -5.9609
H -6.7569 4.3227 -7.2300
O -0.3174 3.2959 -8.6640
H -0.8973 3.8808 -8.1551
H -0.5981 3.3015 -9.6080
O -6.0918 2.8403 -8.2910
H -6.1106 3.5851 -8.8841
H -5.1610 2.7303 -8.1984
O -3.6022 6.6781 -5.4494
H -3.2673 6.2568 -4.6579
H -3.1951 7.5280 -5.5361
O -1.3423 4.6266 -6.5684
H -2.2104 4.9261 -6.7691
H -1.2805 4.2270 -5.6791
O -4.8669 3.4178 -5.0100
H -4.1716 2.9071 -4.6481
H -4.5382 3.7259 -5.8575
O -3.4197 2.2964 -8.8211
H -2.6957 2.0019 -8.2986
H -3.3425 1.9381 -9.6760
O -5.2046 7.3458 -8.5642
H -5.9029 6.7635 -8.9049
H -5.6764 7.6799 -7.8088
O -3.2354 4.8647 -11.6327
H -2.4592 4.9678 -11.0591
H -2.9365 4.9407 -12.5146
O -7.0110 7.8967 -6.6942
H -6.7470 6.9905 -6.6286
H -7.9233 8.0312 -7.0111
O -2.9346 8.1509 -9.3860
H -3.8005 8.0588 -9.0134
H -2.4672 8.9390 -8.9927
O -1.8691 5.6374 -9.4309
H -0.9113 5.5640 -9.6620
H -2.0855 6.4932 -9.7421
O -4.1114 4.8608 -7.7391
H -4.3812 5.7503 -7.4984
H -3.4033 4.9880 -8.3445

Cartesian forces (eV/Å) of the 2 atoms listed first:
-1.02 0.21 -1.09
0.18 -0.02 -0.71

Values from the calculation:
- multiplicity = 1
- charge = 0
- LUMO level (eV) = -0.1
- max |F| (eV Å⁻¹) = 4.43
- total energy (eV) = -31200.48873
- energy above the lowest of the compared OMol25 structures with the same formula, charge and spin (kcal per mole) = 27.1



10.
Here is a cluster of 15 separate species, H30O15 in total from the Open Molecules 2025 dataset. Energies are from ωB97M-V/def2-TZVPD.

Element x y z (Å)
H -0.4903 0.2542 0.5432
H 0.6374 0.6427 -0.3937
H -3.9330 0.9175 -0.5761
H -3.0498 2.2171 -0.8153
H -2.1386 -2.6470 -2.3462
H -2.0592 -1.1691 -2.3102
H -2.8999 -2.8843 2.4091
H -2.1992 -1.5450 2.9690
H 2.9904 -2.0617 -1.3964
H 3.0871 -0.6639 -0.6158
H 3.4748 2.6160 -1.2850
H 4.5511 3.2872 -2.1224
H -1.8203 -2.7996 -0.0305
H -0.3866 -2.3014 -0.4587
H 3.3193 4.2426 2.2921
H 2.8154 3.6416 0.9019
H 0.4402 2.6956 2.2229
H 0.2964 3.6055 0.9241
H 4.5502 -1.4982 0.0853
H 5.3208 -2.4253 -0.7611
H -3.4064 2.3807 2.3555
H -3.6428 1.2373 3.2805
H 0.8768 -3.5589 -0.0080
H 1.4777 -4.8788 -0.4622
H 0.8644 -3.2126 1.8114
H 2.1205 -2.5903 2.0701
H -0.8432 2.6550 -0.8679
H -0.3138 3.5874 -1.8335
H -3.4789 0.3032 -2.5241
H -3.7639 1.7099 -2.3625
O 0.0611 -0.0971 -0.1168
O -3.5056 1.7417 -0.1415
O -2.5348 -1.9375 -1.8694
O -2.2715 -2.4800 3.0870
O 2.5100 -1.3455 -0.8811
O 3.8310 3.4710 -1.5676
O -1.0472 -3.0462 -0.5142
O 3.5889 3.9752 1.4566
O -0.0867 3.3356 1.8139
O 5.0697 -2.3289 0.1051
O -3.6462 1.3817 2.3481
O 1.1764 -3.9930 -0.8212
O 1.4717 -2.5367 1.4634
O -0.7015 2.7188 -1.8745
O -4.2149 0.9212 -2.5747

Cartesian forces (eV/Å) of the 2 atoms listed first:
-1.33 0.75 1.42
-0.48 -0.78 0.05

Values from the calculation:
- multiplicity = 1
- charge = 0
- LUMO level (eV) = -0.7
- max |F| (eV Å⁻¹) = 5.03
- total energy (eV) = -31195.66207
- energy above the lowest of the compared OMol25 structures with the same formula, charge and spin (kcal per mole) = 138.4